The following is a DFT calculation (ωB97M-V/def2-TZVPD) of one molecule with the formula C6H12N2 in a non-equilibrium geometry.

Structure (XYZ):
```
20
Properties=species:S:1:pos:R:3
C -2.03237 -0.31301 0.47652
C -0.84207 -0.10755 -0.41962
C 0.00084 -1.50777 -0.75125
C 1.32980 -0.71940 -0.45955
N 2.44641 -0.62491 0.41579
C 1.08927 -0.14064 0.92021
C 0.14676 0.89509 0.30527
N 0.58367 1.92693 -0.56530
H -1.76101 -0.33905 1.59439
H -2.79737 -1.17714 0.24571
H -2.55083 0.55051 0.55149
H -0.95651 0.26063 -1.38537
H -0.04825 -2.23545 0.02274
H -0.21828 -2.16735 -1.61799
H 1.31187 0.07209 -1.28715
H 3.08682 -0.05206 -0.09028
H 0.84575 -0.64597 1.85295
H -0.49867 1.23839 1.11590
H 1.00667 2.64563 0.14998
H -0.14251 2.44103 -1.07443
```

Structure (SMILES): C[C@@H]1C[C@@H]2N[C@H]2[C@H]1N
Net charge: 0
Electronic energy in Eh: -345.11754

---

The following is a DFT calculation (ωB97M-V/def2-TZVPD) of one molecule with the formula C6H12N2 in a non-equilibrium geometry.

Structure (XYZ):
```
20
Properties=species:S:1:pos:R:3
C -2.68007 -0.60074 0.22613
N -1.47598 -0.37935 -0.75882
C -0.19789 -0.68926 -0.25804
C 1.17724 -0.66754 -0.61189
N 1.84153 -1.49471 0.28420
C 1.58431 0.90823 -0.07581
C 0.23661 1.58320 0.31508
C -0.77073 0.75636 -0.52599
H -3.24163 0.45477 0.41938
H -3.03357 -1.55009 -0.01006
H -2.22247 -0.77142 1.30755
H -0.17785 -0.84167 0.79742
H 1.53598 -0.65737 -1.71341
H 1.11768 -1.59500 1.10904
H 2.14570 -2.29601 -0.59084
H 2.38984 1.63532 -0.56119
H 2.03685 0.52438 0.78764
H 0.30263 2.62455 0.07554
H 0.00445 1.54204 1.29030
H -0.57262 1.51433 -1.50623
```

Structure (SMILES): CN1[C@H]2[C@H](N)CC[C@@H]21
Net charge: 0
Electronic energy in Eh: -344.99446

---

The following is a DFT calculation (ωB97M-V/def2-TZVPD) of a 2-piece molecular cluster, C6H12N2O overall in a non-equilibrium geometry.

Structure (XYZ):
```
21
Properties=species:S:1:pos:R:3
C -1.41136 1.49820 1.34371
C -1.22674 0.91349 0.15347
N -2.19742 0.63082 -0.78326
C 0.35538 0.63852 -0.56908
C 1.40725 1.48922 0.09580
O 0.29383 0.47607 -1.78725
H -2.40752 1.73273 1.70628
H -0.59733 1.65842 2.03630
H -1.79008 0.45672 -1.70187
H -2.95088 1.30471 -0.83900
H 1.18410 2.54109 -0.08554
H 1.46653 1.29049 1.16313
H 2.37057 1.24800 -0.35759
H 2.14709 -2.12768 1.22774
N 1.48109 -1.34938 1.28544
C 0.63842 -1.37714 0.33680
C 0.43892 -2.43440 -0.69962
H -0.33402 -0.47480 0.40143
H 1.19487 -3.21722 -0.60352
H -0.55912 -2.87198 -0.61425
H 0.49642 -2.02588 -1.70911
```

Structure (SMILES): C=C(N)C(C)=O.[H]/N=C\C
Net charge: 0
Electronic energy in Eh: -420.43863

---

The following is a DFT calculation (ωB97M-V/def2-TZVPD) of C6H12N2O as an isolated structure in a non-equilibrium geometry.

Structure (XYZ):
```
21
Properties=species:S:1:pos:R:3
C -0.33941 1.70559 -0.45037
C -1.69230 0.14086 0.85832
N -0.41475 0.31907 0.09779
C -0.76616 -1.93997 -1.02142
N -0.38444 -0.71627 -1.28302
H -0.31130 2.42872 0.36257
H 0.56424 1.78889 -1.04894
H -1.74574 -0.87211 1.24835
H -2.52289 0.30552 0.17291
H -1.72511 0.85765 1.67677
H -1.22159 1.87692 -1.06391
H -0.63746 -2.43683 -0.05911
H -1.14427 -2.53616 -1.84486
C 1.49617 -0.72438 -1.42320
C 0.77919 -0.07555 0.83937
C 1.53708 0.74859 1.58518
O 2.14010 -0.08425 -2.20315
H 1.74200 -1.79306 -1.11610
H 0.79472 -1.15039 1.00140
H 2.35806 0.33112 2.15189
H 1.49385 1.82602 1.51952
```

Net charge: 0
Electronic energy in Eh: -420.32397

---

The following is a DFT calculation (ωB97M-V/def2-TZVPD) of a 2-piece molecular cluster, C6H12N2O overall in a non-equilibrium geometry.

Structure (XYZ):
```
21
Properties=species:S:1:pos:R:3
C -0.55662 -1.67262 -0.28719
C -1.18695 -0.52567 -0.00407
C -1.74139 -0.23834 1.36219
C -1.63053 0.42166 -1.08233
H -0.37152 -1.96668 -1.30896
H -0.46909 -2.45577 0.45072
H -1.35603 0.70976 1.73110
H -2.82878 -0.15244 1.32249
H -1.49062 -1.02803 2.07077
H -1.38629 1.44509 -0.79607
H -2.71186 0.36604 -1.21792
H -1.15623 0.19165 -2.03163
N 0.41478 2.37017 0.71681
C 1.12808 1.40351 0.54959
N 1.95655 0.52092 0.68380
C 2.35270 -0.57647 -0.09872
O 2.57715 -0.33101 -1.45379
H 0.73479 3.32323 0.70260
H 3.24164 -1.02201 0.36681
H 1.46766 -1.29634 -0.08045
H 3.01257 0.51334 -1.59577
```

Structure (SMILES): C=C(C)C.N=C=NCO
Net charge: 0
Electronic energy in Eh: -420.50203

---

The following is a DFT calculation (ωB97M-V/def2-TZVPD) of a 2-piece molecular cluster, C6H12N2O overall in a non-equilibrium geometry.

Structure (XYZ):
```
21
Properties=species:S:1:pos:R:3
H -1.14213 2.06702 0.57448
N -1.75590 1.37769 0.99123
C -1.32212 0.18343 0.95081
N -2.03305 -0.84403 1.46310
C 0.16122 -0.34147 0.48988
O 0.45176 -1.47551 0.83523
C 1.15431 0.80844 0.50402
C 2.57985 0.34087 0.24700
H -1.55589 -1.72618 1.56421
H -2.92940 -0.65651 1.87641
H 1.09368 1.28856 1.48489
H 0.83687 1.54428 -0.23520
H 2.88022 -0.37751 1.00617
H 3.26706 1.18453 0.26804
H 2.65927 -0.14519 -0.72476
C -0.05800 -0.68011 -1.92376
C -1.35883 -0.37820 -1.74010
H 0.61307 0.04367 -2.35332
H 0.27299 -1.70671 -1.96011
H -2.07830 -1.13307 -1.46338
H -1.73671 0.62602 -1.85484
```

Structure (SMILES): [H]/N=C(/N)C(=O)CC.C=C
Net charge: 0
Electronic energy in Eh: -420.50925

---

The following is a DFT calculation (ωB97M-V/def2-TZVPD) of one molecule with the formula C6H12N2O in a non-equilibrium geometry.

Structure (XYZ):
```
21
Properties=species:S:1:pos:R:3
C 1.74519 -0.70826 1.44776
C 0.84443 -0.29666 0.55117
C -0.43213 -1.16148 0.20533
C -0.10012 -2.34631 -0.69510
O -1.26341 -1.31451 1.12419
N 0.80529 0.77699 -0.26824
C 1.01359 2.11946 0.23647
N -0.71623 0.42049 -1.01335
C -1.88511 1.09991 -0.48982
H 2.71185 -0.22534 1.53580
H 1.57197 -1.63521 1.98232
H 0.73983 -2.13090 -1.35739
H 0.13323 -3.21063 -0.07223
H -0.99133 -2.58268 -1.28308
H 0.81602 2.85004 -0.55143
H 0.39021 2.34156 1.10859
H 2.06344 2.22131 0.53688
H -0.83088 -0.01038 -1.92757
H -2.70818 0.39139 -0.36076
H -1.68491 1.54107 0.48895
H -2.22275 1.86015 -1.19850
```

Structure (SMILES): C=C(C(C)=O)N(C)NC
Net charge: 0
Electronic energy in Eh: -420.41433

---

The following is a DFT calculation (ωB97M-V/def2-TZVPD) of one molecule with the formula C6H12N2O in a non-equilibrium geometry.

Structure (XYZ):
```
21
Properties=species:S:1:pos:R:3
C 3.11600 -0.88940 -0.52629
N 2.14614 0.18608 -0.36003
N 1.14077 -0.25392 0.27608
C -0.02205 0.50094 0.30853
C -0.01364 1.86955 -0.25085
C -1.00972 0.29539 1.53380
C -1.22275 -0.50114 0.29036
C -2.41676 -0.39619 -0.68642
O -0.88994 -1.83930 0.35459
H 3.40026 -1.14853 0.45313
H 2.38570 -1.66516 -0.88370
H 3.87528 -0.51908 -1.23838
H 1.02695 1.91632 -0.76934
H -0.17936 2.60207 0.59624
H -0.83846 1.97132 -0.93453
H -0.63611 -0.13424 2.44493
H -1.78545 0.97483 1.61186
H -2.19558 0.00597 -1.61912
H -3.17182 0.27474 -0.28227
H -2.82504 -1.34878 -0.82428
H 0.11559 -1.90149 0.50568
```

Structure (SMILES): C/N=N/[C@]1(C)C[C@]1(C)O
Net charge: 0
Electronic energy in Eh: -420.44257

---

The following is a DFT calculation (ωB97M-V/def2-TZVPD) of one molecule with the formula C6H12N2O in a non-equilibrium geometry.

Structure (XYZ):
```
21
Properties=species:S:1:pos:R:3
H 3.03917 2.32664 -1.83322
N 2.78104 1.64404 -1.09272
N 1.86994 0.91123 -1.47143
C 1.41434 -0.22736 -0.46290
C 0.01355 0.04470 -0.01089
C -0.05337 1.30817 0.84184
C -0.94982 0.12907 -1.18923
C -0.33637 -1.26361 0.99777
C -1.78250 -1.67687 1.13281
O 0.51508 -1.77145 1.67649
H 1.46194 -1.14116 -1.05907
H 2.13724 -0.27501 0.35588
H 0.60666 1.22713 1.70342
H -1.06756 1.49410 1.18879
H 0.29622 2.15735 0.25304
H -1.96061 0.35796 -0.85859
H -0.64167 0.93802 -1.84925
H -0.95263 -0.79759 -1.75964
H -2.03614 -2.28815 0.26676
H -1.91762 -2.28813 2.02391
H -2.43690 -0.80909 1.14626
```

Structure (SMILES): [H]/N=N/CC(C)(C)C(C)=O
Net charge: 0
Electronic energy in Eh: -420.50940

---

The following is a DFT calculation (ωB97M-V/def2-TZVPD) of one molecule with the formula C6H12N2O in a non-equilibrium geometry.

Structure (XYZ):
```
21
Properties=species:S:1:pos:R:3
C -0.84757 2.07617 -0.54629
C -1.01433 0.77290 -0.70932
C -1.83530 0.12887 -1.77588
C -0.45182 -0.25490 0.49310
N -1.41649 -1.01418 1.10061
C 0.78749 -0.39576 0.17479
C 1.94741 0.18951 -0.52304
N 1.22377 -1.59496 1.42362
O 2.22670 -0.95842 2.27475
H -0.20399 2.47408 0.22493
H -1.39810 2.79945 -1.13567
H -2.38577 0.87306 -2.35360
H -1.19202 -0.43636 -2.45190
H -2.55319 -0.57009 -1.34668
H -0.97254 -1.63163 1.77495
H -2.21283 -0.48398 1.42634
H 2.71864 0.38390 0.22776
H 2.35758 -0.50758 -1.25656
H 1.70164 1.12880 -1.01214
H 1.78631 -2.28991 0.93230
H 1.73442 -0.68894 3.05794
```

Structure (SMILES): C=C(C)/C(N)=C(\C)NO
Net charge: 0
Electronic energy in Eh: -420.40441

---

The following is a DFT calculation (ωB97M-V/def2-TZVPD) of one molecule with the formula C6H12N2O2 in a non-equilibrium geometry.

Structure (XYZ):
```
22
Properties=species:S:1:pos:R:3
C 1.85240 -1.27435 0.98332
C 0.34047 -1.42452 1.19568
C 0.01338 -2.87157 1.45577
O -0.68357 -3.56848 0.75450
C -0.50161 -0.84319 0.06604
N -0.32574 0.59596 -0.04532
C -1.19938 1.21216 -1.01929
C -0.91278 2.69053 -1.22046
N 0.28370 2.99673 -1.73913
O -1.84111 3.48798 -1.43123
H 2.41725 -1.82050 1.75195
H 2.14563 -1.66088 -0.00381
H 2.13592 -0.21638 1.03716
H 0.08431 -0.91032 2.14192
H 0.48111 -3.29557 2.37410
H -0.19452 -1.30253 -0.88700
H -1.56060 -1.11988 0.22553
H -0.46764 1.02656 0.86483
H -1.03818 0.72867 -1.99621
H -2.27648 1.11362 -0.79319
H 1.10686 2.73430 -1.20981
H 0.14056 3.72163 -2.50535
```

Structure (SMILES): C[C@H](C=O)CNCC(N)=O
Net charge: 0
Electronic energy in Eh: -495.78887